{
  "formula": "C53H114N16O22",
  "method": "ωB97M-V/def2-TZVPD",
  "energy_ha": -4615.92933,
  "homo_ev": -9.5,
  "homo_lumo_gap_ev": 0.665,
  "total_charge": 6,
  "species": ["C", "N", "C", "C", "C", "C", "C", "C", "C", "C", "N", "C", "C", "C", "H", "H", "H", "H", "H", "H", "H", "H", "H", "H", "H", "H", "H", "H", "C", "N", "C", "C", "C", "C", "C", "C", "C", "C", "N", "C", "C", "C", "H", "H", "H", "H", "H", "H", "H", "H", "H", "H", "H", "H", "H", "H", "C", "C", "C", "O", "C", "N", "H", "H", "H", "H", "H", "H", "H", "H", "H", "H", "H", "H", "C", "C", "C", "O", "C", "N", "H", "H", "H", "H", "H", "H", "H", "H", "H", "H", "H", "H", "C", "C", "C", "O", "C", "N", "H", "H", "H", "H", "H", "H", "H", "H", "H", "H", "H", "H", "C", "C", "C", "O", "C", "N", "H", "H", "H", "H", "H", "H", "H", "H", "H", "H", "H", "H", "C", "C", "C", "O", "C", "N", "H", "H", "H", "H", "H", "H", "H", "H", "H", "H", "H", "H", "C", "C", "C", "O", "C", "N", "H", "H", "H", "H", "H", "H", "H", "H", "H", "H", "H", "H", "C", "N", "C", "C", "C", "C", "O", "H", "H", "H", "H", "H", "H", "H", "H", "H", "H", "H", "H", "H", "H", "N", "O", "O", "O", "N", "O", "O", "O", "N", "O", "O", "O", "N", "O", "O", "O", "N", "O", "O", "O"],
  "positions_angstrom": [[-3.2768, -9.5629, -11.4703], [-3.2720, -8.7340, -10.2303], [-2.1585, -8.1150, -9.7717], [-2.1944, -7.4251, -8.6193], [-3.4253, -7.3315, -7.8792], [-4.5131, -7.9816, -8.3551], [-4.3886, -8.7256, -9.5096], [-3.3839, -6.6966, -6.5018], [-2.8691, -5.4194, -6.3357], [-2.8686, -4.9047, -5.0518], [-3.4329, -5.6183, -4.0197], [-3.9979, -6.8132, -4.2349], [-3.9668, -7.3791, -5.4351], [-3.6482, -5.1778, -2.6249], [-3.2064, -10.5746, -11.1585], [-2.4505, -9.2587, -12.1106], [-4.2077, -9.2316, -11.9712], [-1.2468, -8.2594, -10.3474], [-1.2596, -7.0323, -8.1677], [-5.3441, -8.1425, -7.7311], [-5.1367, -9.3403, -9.9696], [-2.5997, -4.8386, -7.1787], [-2.5581, -3.8400, -4.8290], [-4.4661, -7.3508, -3.4220], [-4.4768, -8.3545, -5.5664], [-3.5784, -6.1085, -2.0075], [-4.6738, -4.7917, -2.6431], [-2.9897, -4.3659, -2.2772], [-3.6861, 4.6369, -3.3726], [-4.1045, 3.5679, -2.4716], [-4.8499, 2.5916, -2.8808], [-5.1383, 1.5064, -2.0990], [-4.7601, 1.5510, -0.7373], [-3.9997, 2.6191, -0.2823], [-3.7395, 3.6327, -1.1895], [-5.1570, 0.3390, 0.1634], [-5.5566, 0.3861, 1.4911], [-6.0629, -0.7027, 2.1218], [-6.1233, -1.8503, 1.4213], [-5.7550, -1.9120, 0.1438], [-5.3058, -0.8059, -0.5494], [-6.6632, -2.9914, 2.0556], [-3.7712, 4.2870, -4.4231], [-2.7020, 4.8200, -3.2225], [-4.2457, 5.5439, -3.1282], [-5.0906, 2.6164, -3.9339], [-5.7679, 0.6812, -2.4775], [-3.5046, 2.6413, 0.6576], [-3.1558, 4.5076, -0.9822], [-5.2446, 1.2826, 2.0657], [-6.5024, -0.7877, 3.0606], [-5.7622, -2.9441, -0.1993], [-5.1014, -0.9494, -1.5967], [-5.8939, -3.6199, 2.5159], [-7.1318, -3.4971, 1.2761], [-7.3986, -2.6740, 2.7509], [1.9013, -0.7246, 1.0441], [0.4612, -0.6075, 0.6710], [-0.1114, 0.6637, 1.4069], [-1.4888, 0.6114, 1.4535], [-2.1531, 0.2659, 2.6422], [0.3699, -0.4499, -0.8403], [0.1317, 0.4463, -1.1639], [1.2713, -0.7517, -1.1769], [-0.3679, -1.0264, -1.2395], [2.4604, 0.1965, 0.8445], [2.4706, -1.5821, 0.5156], [2.0953, -0.8666, 2.1289], [-0.2164, -1.4015, 0.8375], [0.1133, 1.6826, 0.8993], [0.3153, 0.6947, 2.4153], [-3.1182, -0.1532, 2.2882], [-2.2895, 1.1460, 3.1685], [-1.6283, -0.4733, 3.2045], [-11.3951, 6.3600, -8.5927], [-11.0908, 6.7437, -9.9953], [-9.7248, 6.2745, -10.4612], [-8.8312, 7.3204, -10.0753], [-7.5000, 6.8802, -10.0775], [-12.2676, 6.1329, -10.8405], [-12.2492, 6.4225, -11.9109], [-12.2287, 5.1221, -10.7345], [-13.1445, 6.4234, -10.4193], [-12.2868, 6.8164, -8.1457], [-10.4224, 6.5910, -8.0236], [-11.4074, 5.2783, -8.5206], [-11.1920, 7.8196, -10.1634], [-9.6779, 6.1642, -11.5492], [-9.4930, 5.2512, -10.0644], [-6.9849, 6.7651, -11.0883], [-7.3429, 5.9408, -9.6029], [-6.9666, 7.7159, -9.5726], [-1.5721, -6.7963, 5.4327], [-0.6448, -7.0175, 4.2487], [0.2220, -8.2696, 4.4391], [0.8175, -8.6232, 3.2451], [1.3569, -9.9454, 3.2621], [-1.3240, -7.0251, 2.8978], [-2.0786, -7.6885, 2.8070], [-1.8131, -6.0582, 2.8339], [-0.5926, -7.1288, 2.1774], [-2.3605, -7.5889, 5.4492], [-1.9594, -5.7580, 5.4096], [-1.0685, -6.8335, 6.3572], [0.1149, -6.2312, 4.2159], [-0.3035, -9.1313, 4.8374], [0.9849, -8.0459, 5.1773], [1.8757, -10.1968, 4.2034], [2.0843, -10.1054, 2.4597], [0.5740, -10.7267, 3.1163], [13.7118, 7.6160, 12.0059], [12.6304, 6.8124, 11.2849], [11.2291, 6.6982, 12.1696], [10.4218, 5.4716, 12.1016], [10.1827, 4.6237, 13.0263], [12.5179, 7.1309, 9.8050], [11.8743, 6.5894, 9.1995], [12.3972, 8.1026, 9.4948], [13.4168, 6.8735, 9.3633], [13.7042, 8.6433, 11.6653], [14.6931, 7.1779, 11.7888], [13.6881, 7.5706, 13.0963], [12.9833, 5.7627, 11.1190], [10.5846, 7.4807, 11.8798], [11.6788, 6.7456, 13.1589], [9.4855, 3.9584, 12.3808], [5.6665, 1.9950, 15.3395], [10.7393, 4.7300, 14.0749], [-2.2489, 5.6866, 11.3060], [-2.0841, 7.1447, 11.6072], [1.7845, -11.1054, 15.4155], [1.8413, -11.3037, 14.1625], [0.7480, -11.9641, 13.5297], [-2.6120, 7.8535, 12.5897], [-3.4722, 7.6386, 13.0806], [1.4812, 4.4262, 3.1426], [-2.1905, 8.7844, 12.7058], [-1.6720, 5.2563, 12.1705], [-1.6949, 5.4405, 10.3748], [-3.2598, 5.3263, 11.2572], [-1.1660, 7.6511, 11.2593], [0.9237, -11.2800, 16.0165], [2.7529, -10.9126, 15.8738], [-0.1429, -11.6383, 14.0983], [1.0322, -13.0349, 13.5754], [0.7067, -11.6572, 12.4510], [6.8467, -0.1393, -4.2348], [7.6547, -1.2547, -3.6047], [8.5110, -0.7716, -2.3876], [9.4158, 0.2307, -2.7626], [10.6166, -0.2065, -3.3915], [6.7343, -2.3056, -3.0916], [5.8426, -1.8734, -2.6455], [6.2773, -2.7463, -3.9254], [7.1926, -2.9633, -2.5157], [6.0997, 0.0879, -3.4270], [6.3342, -0.4169, -5.1871], [7.5916, 0.6410, -4.4429], [8.2931, -1.5929, -4.4255], [9.0189, -1.6359, -2.0139], [7.8996, -0.3035, -1.5404], [11.2739, 0.6834, -3.3569], [10.5037, -0.4486, -4.4368], [11.0219, -1.0804, -2.9075], [3.2670, 7.8617, -3.6206], [4.5886, 7.2885, -3.2691], [5.6358, 7.6253, -4.3175], [5.1024, 7.7861, -1.9162], [4.3954, 5.7204, -3.2332], [3.0479, 5.1007, -2.8304], [2.6375, 5.3796, -1.5026], [2.5327, 7.5861, -2.8733], [2.9383, 7.5397, -4.6690], [3.3218, 8.9239, -3.5186], [6.5451, 7.1627, -4.0042], [5.7735, 8.7012, -4.4535], [5.2401, 7.1532, -5.3193], [4.2698, 8.0334, -1.2279], [5.6177, 8.6695, -2.0653], [5.8006, 7.0055, -1.5686], [5.1199, 5.3324, -2.5301], [4.7267, 5.3585, -4.2214], [3.2365, 3.9639, -2.8402], [2.1886, 5.2865, -3.5080], [1.8285, 4.7584, -1.4833], [-0.3549, 4.1026, 3.7410], [-0.2821, 3.0925, 2.9654], [-1.2473, 4.5686, 4.4417], [0.8283, 4.8018, 3.8623], [-2.4073, -1.8997, -3.0248], [-1.8954, -1.1747, -2.2407], [-3.6707, -1.8731, -3.0748], [-1.7365, -2.5828, -3.7927], [-0.0336, 3.1434, -1.8544], [0.9259, 2.4568, -1.6259], [0.0574, 4.4008, -1.9170], [-1.1749, 2.6429, -2.0161], [-3.4666, -5.2014, 1.3085], [-3.0855, -6.2668, 0.8256], [-2.9721, -4.7441, 2.3837], [-4.2946, -4.5452, 0.6700], [3.7582, -1.7282, -2.8850], [2.5546, -2.0939, -2.6723], [4.5061, -1.4948, -1.9123], [4.1565, -1.6647, -4.0730]],
  "forces_ev_per_a": [[-0.4, 2.3, 0.1], [0.7, -0.3, -0.8], [0.8, -0.2, -0.6], [0.0, 0.9, 1.3], [2.8, 1.7, 2.3], [-0.3, -2.1, -1.1], [-0.7, 0.3, 0.2], [-0.5, -1.3, -3.1], [-0.2, -0.5, 1.9], [-0.4, 1.3, 0.3], [0.8, 0.6, 0.2], [-0.2, -0.6, 0.6], [-1.0, -1.4, -1.4], [-0.1, 0.2, 0.2], [-0.2, -1.0, -0.2], [0.1, -0.2, 0.2], [0.5, -1.0, 0.0], [-0.2, 0.0, 0.1], [-0.8, -0.2, -0.6], [-1.2, 0.2, 0.3], [-0.7, 0.0, 0.4], [0.5, 0.5, -0.5], [-0.2, -1.4, 0.1], [0.1, 0.4, 0.2], [0.6, 0.7, 0.0], [0.0, 1.2, -0.2], [0.2, 0.0, 0.6], [-0.1, -0.6, -0.4], [-2.6, -0.6, -0.9], [0.7, 2.0, 0.6], [-1.1, -3.0, -1.8], [-0.8, 0.2, 0.4], [-0.7, -2.8, 1.9], [0.0, 1.2, -1.5], [0.8, -0.3, 1.4], [0.8, 3.7, -2.9], [1.3, 1.7, 1.7], [0.6, 0.3, -1.7], [0.2, 1.1, 0.4], [0.6, -0.7, -1.0], [-1.0, -3.1, 0.1], [0.6, -0.8, 0.7], [-0.4, 0.4, 0.7], [3.2, 0.5, 0.7], [-0.1, -0.1, -0.5], [-0.3, -0.1, 0.0], [0.6, 0.8, 0.1], [0.0, 0.1, 0.7], [0.3, 0.1, 0.5], [-1.0, -0.5, -0.3], [-0.2, 0.4, 1.7], [0.0, 0.5, -0.6], [0.5, 0.1, 0.0], [-0.1, 0.2, -0.1], [-1.0, -1.5, -0.9], [-0.6, 0.1, 0.8], [2.3, -1.8, 0.3], [-0.2, 2.9, -0.3], [0.4, 0.8, -0.8], [-0.8, 0.0, -1.0], [-0.6, -1.3, -2.0], [0.3, -1.5, 1.5], [0.0, 2.3, -0.5], [0.4, -0.1, -1.0], [-0.4, -0.6, -0.5], [-0.3, 0.0, -0.4], [-1.0, 1.3, 0.7], [-0.6, -0.2, -0.6], [-0.2, -1.1, 0.9], [0.3, -1.9, 0.5], [0.1, 0.0, -0.1], [0.5, 0.2, 0.6], [-0.5, 1.6, 1.6], [0.4, -0.6, 0.6], [2.1, 0.1, 1.4], [-1.2, 0.4, -0.8], [0.1, 0.1, -0.6], [-1.0, -1.6, -0.2], [2.0, 1.8, -1.1], [1.2, 0.9, -2.2], [-0.1, -0.8, 2.7], [0.0, -0.2, -0.4], [-0.3, 0.3, -0.1], [0.4, -0.1, -0.1], [-1.7, 0.2, -0.4], [-0.5, -0.4, 0.1], [0.2, -0.1, 0.0], [-0.2, 0.0, -0.2], [0.1, 0.9, 0.2], [-1.1, 0.3, 0.7], [-0.1, -0.7, 0.9], [-0.1, -0.9, -0.2], [-1.3, 0.3, -1.5], [1.3, -0.8, 0.4], [-0.4, -0.3, 0.4], [0.7, -0.4, -1.2], [-0.1, -1.1, 0.0], [0.4, 2.2, 1.4], [-0.1, -0.5, -0.3], [0.2, -0.8, -0.7], [-0.7, -0.2, 0.1], [0.3, 0.9, 0.0], [-0.4, -0.7, -0.2], [1.0, -0.4, 1.0], [-0.5, 0.3, -0.4], [-0.7, -0.1, 0.1], [0.2, 0.3, 0.4], [-0.2, 0.4, -0.2], [-0.2, 0.6, 0.0], [0.2, 0.7, 0.2], [0.5, -0.3, -0.7], [-1.4, -3.2, 0.9], [2.0, -1.7, -0.2], [2.2, 4.3, -3.5], [-0.5, -1.9, 1.7], [0.6, 0.6, -1.8], [-0.3, 0.0, 1.1], [-0.2, 0.2, 0.6], [0.0, 0.2, 0.4], [0.1, 0.4, 0.2], [-0.1, 0.2, -0.3], [-0.6, 0.1, -0.2], [-0.3, 0.6, 1.0], [-0.8, 1.0, 0.2], [-0.6, 0.4, 0.3], [1.0, -0.2, 3.0], [0.2, 0.2, -0.2], [-1.7, -0.8, -2.4], [1.2, 0.9, 0.1], [0.9, 0.4, 1.4], [1.7, -0.2, -0.1], [0.7, 0.4, 0.3], [-0.6, -0.2, -0.9], [0.5, 0.0, -1.6], [0.1, -0.1, 0.0], [-2.0, 0.6, 1.8], [-0.7, -0.6, 0.3], [-0.6, -0.2, -0.7], [-0.5, 0.2, 0.7], [-0.4, -0.2, 0.2], [-0.6, -0.4, -0.4], [-0.9, -0.1, 0.1], [-0.3, 0.4, 0.0], [0.1, -0.8, -0.6], [-0.8, 0.5, 0.1], [0.1, -0.1, 1.2], [-0.6, -0.1, 0.7], [0.3, 1.0, 0.1], [-1.0, 1.2, -0.3], [-0.1, -0.2, 0.0], [0.1, 1.2, 0.0], [-1.4, 0.6, -2.7], [0.6, 0.0, 0.7], [0.6, 0.0, 0.9], [0.4, -1.1, 0.8], [0.4, 0.7, -1.2], [0.3, 0.1, 0.9], [-0.6, 0.2, 0.2], [0.2, -0.8, 0.6], [0.6, -0.7, 0.6], [0.4, -0.8, -1.3], [0.0, -0.8, 0.2], [-0.4, -0.1, -0.5], [0.4, -0.2, 0.5], [-0.6, -0.1, -1.0], [-0.2, -1.0, 0.3], [-2.0, -1.1, -1.8], [-1.3, -1.8, 0.0], [0.2, 0.0, -0.2], [-0.1, -1.4, 0.0], [-0.6, -0.7, -0.6], [0.0, -0.6, 0.0], [0.6, 0.5, 1.6], [0.2, 0.8, -0.5], [0.7, -0.3, 0.0], [-0.3, -0.2, 0.3], [1.0, 1.0, 1.9], [0.4, -0.8, -0.4], [1.1, 1.8, -0.5], [-0.5, 0.6, 0.2], [0.3, 0.2, 0.2], [-0.5, 0.2, 0.3], [0.0, 1.5, -0.6], [0.7, 0.1, 0.0], [0.6, 1.3, 0.6], [-0.1, -1.2, -0.5], [-1.0, 3.1, 2.5], [1.8, -1.8, -2.1], [1.3, -0.7, -1.7], [-3.0, -0.5, -1.9], [2.6, 2.5, 3.4], [0.0, -0.9, -0.6], [0.5, -0.8, -0.5], [-3.4, 1.4, -0.6], [2.2, -1.4, 0.5], [0.7, 0.0, 0.1], [0.7, -0.2, 0.1], [-0.2, 0.8, -1.1], [0.7, -1.1, 0.5], [0.1, -0.6, 0.2], [-0.3, 0.6, 0.6], [-3.7, -1.4, -1.5], [1.9, 1.0, 0.2], [0.9, 0.3, 0.2], [0.5, 0.1, 1.3]],
  "lowdin_charge": [0.04, -0.12, -0.04, 0.02, -0.15, 0.00, -0.02, -0.15, 0.02, 0.03, -0.08, -0.07, -0.01, 0.01, 0.10, 0.10, 0.12, 0.14, 0.14, 0.11, 0.14, 0.12, 0.12, 0.14, 0.14, 0.10, 0.11, 0.09, 0.03, -0.11, -0.05, 0.03, -0.10, 0.03, -0.03, -0.14, -0.01, -0.02, -0.12, 0.00, 0.00, 0.00, 0.12, 0.05, 0.11, 0.14, 0.13, 0.11, 0.14, 0.14, 0.12, 0.13, 0.09, 0.11, 0.09, 0.10, -0.06, -0.26, -0.21, -0.20, -0.07, 0.26, 0.09, 0.11, 0.10, 0.10, 0.12, 0.09, 0.14, 0.15, 0.11, 0.09, 0.06, 0.09, -0.05, -0.31, -0.20, -0.16, -0.11, 0.21, 0.24, 0.16, 0.16, 0.10, 0.14, 0.09, 0.16, 0.13, 0.15, 0.12, 0.07, 0.11, -0.03, -0.31, -0.23, -0.19, -0.08, 0.21, 0.15, 0.12, 0.17, 0.11, 0.10, 0.07, 0.16, 0.13, 0.14, 0.10, 0.09, 0.10, -0.02, -0.25, -0.03, -0.17, 0.00, 0.20, 0.19, 0.18, 0.18, 0.09, 0.10, 0.10, 0.16, 0.12, 0.12, 0.13, -0.30, 0.14, -0.03, -0.09, 0.13, -0.06, 0.00, 0.19, 0.15, 0.19, 0.15, 0.13, 0.10, 0.09, 0.14, 0.11, 0.12, 0.11, 0.13, 0.12, -0.04, -0.34, -0.19, -0.19, -0.08, 0.18, 0.08, 0.18, 0.14, 0.09, 0.10, 0.09, 0.15, 0.11, 0.16, 0.11, 0.08, 0.09, -0.01, -0.34, 0.01, 0.04, -0.07, -0.27, -0.11, 0.10, 0.15, 0.10, 0.10, 0.11, 0.15, 0.13, 0.07, 0.12, 0.12, 0.13, 0.15, 0.12, 0.07, -0.39, 0.04, 0.12, 0.08, -0.62, 0.00, -0.06, -0.03, -0.59, -0.01, -0.06, -0.02, -0.59, -0.03, -0.08, -0.02, -0.56, -0.03, -0.06, -0.02]
}